A molecular structure, C35H34ClNORuSi2, computed with wB97M-V/def2-TZVPD.

```
75
Properties=species:S:1:pos:R:3:forces:R:3:lowdin_spin:R:1
H -2.8643 -4.1981 -8.0157 0.365 -0.158 0.077 0.00
H -1.8671 0.5247 3.6196 -0.013 -0.136 -0.260 0.00
Si 0.7555 -4.1229 -4.4067 -1.510 -2.242 -0.465 0.07
C 0.8695 -4.7280 -7.1170 -0.148 0.004 0.050 0.00
C -1.6077 0.2064 2.6105 -0.258 -0.034 -0.204 0.00
H -0.4513 -1.5632 3.1886 -0.003 0.293 0.174 0.00
Si -2.5981 -4.2637 -1.4814 2.360 0.850 0.657 0.03
H -2.0814 -3.8060 -5.7107 0.113 0.113 -0.124 0.00
H -2.7050 1.7898 1.5294 0.178 -0.299 0.399 0.00
C -0.3951 -1.2173 1.1033 -0.515 0.250 0.273 0.01
C 2.2973 0.5651 -2.7396 2.107 1.816 0.276 0.12
H 0.3410 -2.0025 0.9341 -0.334 0.190 0.073 0.00
C 2.8152 -0.6284 -2.0801 1.286 0.784 0.124 0.11
C -0.7018 -6.4606 -3.8497 0.199 -0.518 0.309 0.00
C -1.6441 -3.0844 -2.6967 0.150 0.160 -0.316 0.21
H 1.9920 -4.3049 0.4894 -0.321 -0.198 0.018 0.00
H -3.4355 -1.9739 -3.0519 0.189 -0.162 -0.144 0.00
C -1.1905 -5.0708 -0.5392 -0.520 -0.351 0.182 0.00
H 2.5782 -5.9048 -3.0213 -0.223 -0.219 -0.064 0.00
C -1.8523 -1.2027 -4.2822 -2.350 -0.012 -0.114 0.31
N -0.8482 -0.5588 0.0273 -0.001 0.320 -0.172 0.08
C -1.3583 -4.1069 -6.4660 -0.064 0.046 -0.304 0.00
C -2.3765 -2.0888 -3.2956 -0.157 0.211 -0.719 0.07
H -3.5962 -5.2111 -1.9071 -0.286 -0.290 -0.614 0.00
H 1.9147 -4.8737 -6.8475 -0.072 -0.022 -0.254 0.00
H 0.9686 2.2399 -1.9364 0.300 -0.381 0.058 0.01
C 0.3167 -8.4575 -2.9477 0.071 0.214 -0.022 0.00
C 1.0830 -6.2774 0.5917 -0.113 0.111 -0.146 0.00
H -1.7612 -8.3127 -3.5707 0.386 0.054 0.038 0.00
H 1.1709 0.9360 0.4132 0.034 -0.246 -0.366 0.01
H 1.0991 -5.4861 -9.1168 -0.058 0.108 0.060 0.00
C 2.3234 -0.6355 -0.7222 0.505 1.076 0.325 0.11
O -1.6716 0.7843 -2.1697 -0.055 0.379 -0.159 0.06
C 1.6380 -6.4488 -3.1431 -0.481 -0.413 -0.072 0.01
H -1.5658 -5.9364 -4.2725 0.298 -0.213 0.038 0.00
H 1.4758 -1.8892 -4.1309 -1.220 -0.115 0.503 0.02
H 1.9862 -6.7634 0.9819 -0.443 0.212 -0.174 0.00
H -0.0471 -0.3625 -5.1892 -0.460 -0.032 0.260 0.00
C -0.0038 -4.2404 -6.1320 0.222 0.254 -0.067 0.00
Cl -3.5580 -3.0473 -0.1291 -0.300 0.321 -0.042 0.01
C 0.4093 -1.8898 -3.7372 -1.495 0.110 -3.216 0.21
C -0.5055 -1.0123 -4.4389 3.291 -1.347 0.514 0.11
H -2.1138 -7.0031 -0.3819 0.202 -0.089 -0.002 0.00
H 0.4926 -3.4440 -2.2410 -0.510 0.013 -0.448 0.03
C -2.1307 1.3176 -0.9311 -0.106 0.080 -0.627 0.00
H -1.9620 1.3699 -2.8931 0.139 -0.373 0.453 0.00
C 0.5226 -5.8109 -3.6949 0.516 0.064 -0.310 0.02
C 1.5373 -7.7886 -2.7838 -0.330 -0.152 0.140 0.00
C -0.9285 -4.8618 -8.7286 0.171 0.134 0.313 0.00
H -1.7585 2.3445 -0.8004 -0.013 -0.153 0.083 0.00
H -2.5462 -0.6850 -4.9583 0.245 -0.045 0.577 0.01
C 1.5139 1.3110 -1.7633 1.880 0.459 0.591 0.13
C -1.2144 -6.4243 -0.1872 0.568 0.026 -0.109 0.00
C -1.6734 0.4746 0.2220 0.252 -0.229 0.605 0.01
H 2.2194 -3.9490 -4.3839 -0.007 0.504 -0.024 0.00
C -0.7997 -0.9126 2.3967 0.243 -0.032 -0.337 0.00
H -0.0893 -3.2377 -0.4170 0.036 -0.479 0.054 0.00
H 0.2322 -9.5016 -2.6558 0.034 0.160 -0.079 0.00
Ru 0.7463 -0.6206 -2.2247 -6.232 -1.814 1.051 2.82
H -3.2257 1.3672 -0.9323 0.055 -0.028 0.058 0.00
H 3.4865 -1.3819 -2.4948 -0.344 0.331 -0.040 0.01
C -2.0701 0.9015 1.4977 0.311 -0.200 -0.324 0.00
C -1.8139 -4.3746 -7.7690 0.171 0.060 0.454 0.00
C -0.8032 -7.7953 -3.4670 -0.052 -0.037 0.125 0.00
C 1.0923 -4.9018 0.3107 -0.553 -0.256 0.110 0.00
C 0.4128 -5.0656 -8.3887 -0.170 0.101 0.067 0.00
H 2.4911 -1.4170 0.0159 0.075 0.366 -0.184 0.01
H -0.0780 -8.1087 0.5623 -0.017 0.521 0.008 0.00
C 1.5939 0.5913 -0.5280 1.106 0.745 0.645 0.16
H 2.3993 -8.3040 -2.3645 -0.205 0.004 -0.086 0.00
C -0.0692 -4.3124 -0.2105 0.708 -0.008 -0.005 0.00
H -1.2783 -5.0756 -9.7341 0.060 -0.022 0.144 0.00
C -0.1707 -3.1025 -3.0687 0.919 -0.089 0.362 0.18
C -0.0770 -7.0307 0.3587 0.100 0.039 0.015 0.00
H 2.4669 0.8746 -3.7684 0.093 -0.090 0.330 0.01
```
Forces are in eV/Å.

As for the LUMO energy (alpha / beta): -0.085 / -0.171 Ha. Its spin multiplicity is 6. The total charge is +1. The value obtained for the HOMO energy (alpha / beta) is -8.5 / -11.0 eV. The HOMO-LUMO gap (alpha / beta) comes out at 6.227 / 6.373 eV. The value obtained for the energy above the lowest of the compared OMol25 structures with the same formula, charge and spin is 1.864 eV.

A molecular structure, C35H34F12KN3O2, computed with wB97M-V/def2-TZVPD.

```
87
Properties=species:S:1:pos:R:3:forces:R:3:lowdin_charge:R:1
C -2.0334 0.6907 2.3416 -0.100 0.010 0.098 -0.12
H -3.7895 2.5340 -0.8109 -0.020 -0.001 -0.014 0.07
C -0.5326 4.2909 0.4866 0.029 0.083 0.115 -0.06
F 5.8198 -0.8236 2.0455 -0.008 0.039 0.006 0.12
C 3.6031 0.1195 1.6769 -0.345 -0.486 -0.231 -0.49
F 5.3054 1.7342 2.1237 0.115 0.035 -0.068 0.12
C -2.2983 2.4841 4.0487 -0.063 0.067 0.017 -0.10
C -0.0110 2.0211 3.0383 0.027 0.096 0.051 -0.30
H 0.1306 1.7213 1.0381 0.007 -0.026 0.005 0.10
C 4.5045 -1.0240 2.2745 0.182 -0.067 0.082 -0.53
H -1.4516 0.4163 -4.3632 -0.018 -0.011 -0.023 0.07
H 1.0819 -1.4590 3.4798 0.012 0.016 0.030 0.15
C -1.5114 -4.3940 -1.5958 0.043 -0.009 -0.090 -0.01
H 2.8268 2.2667 -2.6984 0.050 -0.006 0.015 0.07
F -0.3161 -4.4219 -4.2892 -0.046 -0.057 -0.042 0.10
H 1.6443 4.9262 -0.6111 -0.005 0.009 -0.017 0.07
F 4.2136 -2.2105 1.7327 -0.031 0.005 -0.087 0.15
H 2.5362 3.4280 -0.3847 0.010 -0.060 0.038 0.09
N 0.6680 1.4860 1.8657 -0.013 0.008 -0.130 0.11
C -2.7163 0.6618 -2.2264 -0.062 -0.061 -0.004 -0.04
H 2.0060 1.0103 -3.6023 0.002 -0.040 -0.022 0.08
H 0.7200 2.2866 5.1396 -0.035 0.043 0.011 0.10
C -1.6323 -3.2811 0.8768 -0.095 -0.087 0.036 -0.04
H -2.3361 -0.8442 0.9145 -0.010 -0.035 -0.025 0.08
H -1.6637 -2.8481 1.8675 0.025 0.020 0.011 0.11
O 0.8374 -1.6597 -2.3811 -0.727 -0.451 -0.857 -0.30
H -3.3657 2.3630 3.8520 -0.044 -0.027 0.010 0.06
C -0.2459 -0.7402 1.1789 0.295 0.116 0.051 -0.26
H 2.0355 0.2382 5.1922 0.014 -0.024 0.000 0.10
C -0.6595 -3.3202 -1.3334 0.038 -0.028 -0.008 -0.03
H 0.1159 1.0606 -4.8345 0.005 0.021 -0.060 0.08
H -3.3435 0.5925 -1.3419 -0.018 -0.025 0.015 0.06
F 2.2047 -3.6511 -1.0926 -0.005 0.082 0.061 0.14
C 4.0043 1.4591 2.3637 -0.028 0.186 0.223 -0.53
H -1.4606 -4.8664 -2.5645 -0.027 -0.064 -0.051 0.11
H -3.1273 -4.7296 1.3332 -0.019 -0.021 -0.002 0.10
N 2.2259 -0.4674 1.9987 0.091 0.354 -0.014 0.09
C -0.4629 1.5611 -2.8303 0.038 -0.109 0.036 -0.17
F 4.3869 -1.1785 3.6219 -0.073 -0.008 0.074 0.11
F 3.8911 1.4935 3.7148 0.011 -0.002 0.060 0.11
H 0.4294 4.3074 0.9950 0.034 -0.023 0.023 0.07
C 0.6792 2.2997 -2.5137 0.014 -0.054 0.047 -0.19
H -4.1397 -6.1550 -0.3607 -0.030 0.000 0.006 0.06
F 2.5383 -3.6943 -3.2231 -0.066 0.054 -0.031 0.13
H -2.0660 3.5543 3.9703 0.003 0.055 -0.036 0.06
C -3.2808 -6.0989 -1.0325 -0.113 -0.118 -0.044 -0.08
F 1.3110 -5.2019 -2.2945 -0.102 0.015 0.033 0.12
C -0.4452 0.6262 -4.0062 -0.030 0.117 -0.156 -0.04
C 1.9438 2.0534 -3.2960 0.124 -0.027 -0.005 -0.04
H -2.1283 2.2167 5.0998 0.036 -0.033 0.020 0.06
C -2.9186 2.8027 -0.2158 -0.102 0.041 0.039 -0.04
C -1.6439 2.5919 -0.9941 -0.004 0.017 0.014 -0.18
F -1.4267 -2.5828 -3.9911 -0.123 0.005 0.047 0.13
C 0.7433 1.6219 4.2830 0.012 -0.121 0.010 -0.03
O 3.8105 0.2442 0.3927 1.043 0.634 0.907 -0.26
C 1.4509 0.5023 4.3183 -0.019 0.076 0.102 -0.05
F 0.5602 -2.5399 -4.8040 0.071 0.039 -0.041 0.13
C -0.7244 -2.7227 -0.0424 0.248 0.283 -0.024 -0.20
C -2.4154 -4.9202 -0.6893 -0.005 0.050 0.111 -0.30
K 2.0438 -0.6347 -0.7362 0.118 0.309 -0.598 0.92
H -2.3017 -0.3315 -2.3981 0.023 -0.039 -0.005 0.08
C -1.5522 -0.2952 1.4183 0.133 0.004 -0.012 -0.08
H -3.6630 -6.0411 -2.0537 0.013 0.026 -0.031 0.07
F 3.3135 2.4984 1.8901 -0.028 0.082 -0.003 0.13
H -2.7435 -7.0477 -0.9448 0.053 -0.014 0.000 0.07
C -1.5965 1.6499 -2.0241 -0.025 0.034 0.058 -0.17
H -3.3532 0.9025 -3.0838 -0.021 0.048 -0.017 0.08
C -1.4775 1.6709 3.0918 0.075 -0.079 0.021 -0.29
H -3.1190 0.6287 2.4612 -0.002 0.011 0.010 0.10
C -0.2016 -3.1283 -3.8682 -0.003 -0.065 -0.248 -0.53
C 0.8650 0.0636 1.8936 -0.161 -0.146 -0.033 -0.33
H -2.9390 2.2127 0.7062 0.038 0.043 -0.108 0.06
H -0.7662 5.3218 0.1956 -0.013 0.001 -0.042 0.09
C 1.8976 3.9770 -1.0813 0.089 0.111 0.009 -0.04
C -2.4534 -4.3418 0.5739 -0.022 -0.004 0.009 -0.07
H 2.0019 2.6627 -4.2046 -0.021 0.023 -0.012 0.09
C 0.6636 3.1884 -1.4371 -0.053 0.077 -0.048 -0.18
H 0.0660 3.1168 2.9680 0.011 -0.017 0.015 0.12
H 2.4958 4.2066 -1.9619 -0.008 0.001 -0.030 0.07
H -1.2718 3.9792 1.2222 -0.001 0.001 0.024 0.06
C 0.3843 -2.9005 -2.4353 -0.119 -0.076 0.512 -0.42
C -0.5075 3.3486 -0.6906 -0.074 -0.040 -0.023 -0.20
C 1.3980 -0.4568 3.1869 -0.029 -0.210 -0.065 -0.16
H -3.0327 3.8503 0.0643 -0.021 0.023 -0.012 0.07
C 1.5970 -3.8737 -2.2668 0.206 -0.265 -0.077 -0.53
N 0.1438 -1.7371 0.4047 -0.377 -0.314 0.313 0.02
H 0.0266 -0.3208 -3.7316 0.024 -0.023 0.070 0.05
```
Forces are in eV/Å.

As for the LUMO energy: 0.158 Ha. Its spin multiplicity is 1. The total charge is -2. The value obtained for the HOMO energy is -0.8 eV. The HOMO-LUMO gap comes out at 5.068 eV. The value obtained for the energy above the lowest of the compared OMol25 structures with the same formula, charge and spin is 2.635 eV.

A molecular structure, C35H34GeMoN2O5, computed with wB97M-V/def2-TZVPD.

```
78
Properties=species:S:1:pos:R:3:forces:R:3:lowdin_spin:R:1
H -2.7598 -2.4749 3.8111 -0.003 -0.012 -0.002 0.00
H -2.0523 -4.4904 -2.6744 0.001 0.004 0.000 0.00
H -3.3841 -2.8072 0.0012 -0.016 -0.012 -0.010 0.00
C 4.7550 0.6795 -0.8811 0.000 0.028 -0.026 0.00
O -1.1163 1.2187 0.9987 -0.049 0.087 0.011 0.06
H 3.6028 4.3739 0.3822 0.008 -0.010 0.011 0.00
C -3.1822 0.1392 1.6140 0.058 0.087 0.082 0.00
H -0.5487 0.5581 -3.8915 0.002 -0.003 0.004 0.00
C 3.5902 0.1477 -0.3463 -0.023 -0.055 0.043 0.02
H 3.8184 0.8850 -4.1316 -0.003 0.002 -0.003 0.00
C 0.7037 -2.5119 1.9355 -0.019 -0.064 -0.033 0.01
H 1.3084 -1.9988 5.2255 0.000 0.002 -0.002 0.00
H -0.2419 4.3681 -1.8209 0.021 -0.020 0.005 0.00
C -0.6432 3.4734 -2.2691 -0.009 -0.002 0.032 -0.01
Ge 0.8758 -0.9286 -0.4475 -0.010 -0.081 0.019 0.25
H 0.3772 -3.2924 1.2590 0.012 0.010 0.007 0.00
H -0.1007 -5.7093 -3.5790 -0.002 0.001 -0.001 0.00
C 0.6722 3.2640 1.0902 -0.009 -0.001 0.028 0.02
H -1.4507 -0.6141 2.8105 0.012 0.014 0.006 0.00
C 1.5086 -3.1413 -2.0762 0.012 0.013 -0.024 0.01
C -3.3226 -1.7834 3.1865 0.002 -0.016 -0.010 0.00
H -4.0518 -3.6136 2.2110 0.004 0.000 0.001 0.00
C 1.4860 -0.5055 3.6937 -0.023 -0.041 0.013 0.00
C -3.2941 -0.3211 -0.9595 0.088 -0.119 -0.068 0.01
H -1.7221 -2.4261 -1.3787 -0.044 0.027 0.027 0.00
H 2.5616 2.5675 -1.3851 -0.015 -0.001 -0.039 0.00
C -4.1196 -2.5346 2.0881 0.042 0.009 -0.001 0.00
C 1.3645 -0.2340 2.3409 -0.008 0.044 -0.032 0.01
O -3.0125 2.2790 0.5837 -0.043 -0.035 0.046 0.05
H 5.7376 1.3840 -2.6536 0.000 -0.001 -0.002 0.00
H 3.5408 -0.0694 0.7144 0.006 0.005 -0.020 0.00
H 2.5160 -2.7696 -1.9267 -0.006 -0.002 0.006 0.00
C 1.3260 -4.3137 -2.7957 -0.060 -0.002 -0.006 0.00
C 2.1209 2.9744 -0.4935 -0.064 0.036 0.015 0.00
H -4.8903 -0.5550 0.3950 0.006 -0.007 -0.027 0.00
C 2.6563 3.8629 0.3780 -0.031 0.024 0.064 0.00
C -3.8086 -0.6591 0.4304 -0.120 -0.056 -0.021 0.00
C 0.8286 -2.7862 3.2901 0.008 0.023 0.013 0.00
H 5.6047 0.8713 -0.2387 0.000 0.000 -0.001 0.00
H -2.9871 1.2655 -3.0694 0.014 -0.012 -0.003 0.00
C 0.1085 2.4676 -2.9460 0.008 0.033 0.032 0.01
N 0.8703 2.5989 -0.0408 0.113 0.014 -0.016 0.01
C -0.7916 1.4685 -3.3659 -0.046 -0.015 -0.045 0.02
C 0.4103 -2.4545 -1.5471 0.119 0.048 -0.011 0.03
C -2.4226 1.3230 1.0705 -0.089 0.040 -0.084 0.01
H 2.7141 4.6049 3.1315 0.001 0.011 0.005 0.00
H -0.2098 3.1906 1.7019 -0.004 0.016 -0.011 0.00
H 1.5588 0.7681 1.9780 0.005 0.019 -0.011 0.00
H -3.9501 -1.1706 3.8323 0.004 0.006 -0.003 0.00
C 2.5950 0.1368 -2.5363 -0.035 -0.040 -0.029 0.03
C -2.0918 1.8572 -2.9540 -0.084 0.017 0.023 -0.01
H 0.9546 4.8250 3.1403 -0.001 0.003 0.001 0.00
O -4.0101 -0.3554 -1.9275 -0.025 0.040 0.017 0.01
Mo -0.7461 1.4656 -1.0227 0.247 -0.217 -0.151 2.09
O -1.9746 -0.1014 -1.0622 -0.016 0.018 0.051 0.11
H 1.1708 2.4727 -3.1237 0.011 0.013 0.024 0.00
H 1.7879 0.2749 4.3805 0.001 0.000 -0.002 0.00
H -2.8179 3.6283 -1.8242 0.001 -0.009 0.013 0.00
N 1.7233 4.0357 1.3768 0.023 0.013 -0.019 0.00
C 2.4975 -0.1311 -1.1689 0.013 0.012 0.038 0.07
C -1.0515 -4.1170 -2.5004 0.009 -0.018 -0.004 0.00
O -2.0386 -1.8724 1.2724 -0.029 -0.017 -0.003 0.00
H -3.9836 0.5289 2.2408 0.021 0.008 0.026 0.00
C -2.0024 3.1002 -2.2908 -0.028 0.018 0.061 0.05
C -0.8693 -2.9544 -1.7679 -0.026 0.017 0.015 0.01
H 1.9757 5.9384 2.2130 0.005 0.005 0.008 0.00
H 0.6189 -3.7812 3.6598 -0.001 -0.005 -0.003 0.00
C 0.9736 -1.2346 1.4502 0.031 0.054 -0.010 0.03
C 1.2155 -1.7844 4.1687 0.005 0.012 -0.016 0.01
H -5.1747 -2.2654 2.0599 0.003 0.011 -0.008 0.00
C 3.7498 0.6882 -3.0694 0.049 0.005 0.014 0.00
H 2.1835 -4.8419 -3.1910 0.002 0.001 -0.001 0.00
C 4.8308 0.9642 -2.2382 -0.011 -0.012 0.001 0.02
C 1.8547 4.9076 2.5376 0.003 -0.037 -0.028 0.00
C 0.0442 -4.8000 -3.0106 0.037 0.013 0.006 0.01
C -2.3628 -0.9548 2.3295 -0.060 -0.010 -0.025 0.00
C -3.3751 -2.0906 0.8183 0.005 0.076 0.034 0.00
H 1.7681 -0.1076 -3.1952 0.007 -0.007 0.005 0.00
```
Forces are in eV/Å.

As for the LUMO energy (alpha / beta): -0.105 / -0.182 Ha. Its spin multiplicity is 4. The total charge is +1. The value obtained for the HOMO energy (alpha / beta) is -10.5 / -11.8 eV. The HOMO-LUMO gap (alpha / beta) comes out at 7.635 / 6.836 eV. The value obtained for the energy above the lowest of the compared OMol25 structures with the same formula, charge and spin is 1.758 eV.

Q: The lowest total charge belongs to which entry?
A: C35H34F12KN3O2

Q: spin multiplicity of number 3 (C35H34GeMoN2O5)?
A: 4

Q: total charge of number 2 (C35H34F12KN3O2)?
A: -2

Q: Look up the spin multiplicity of the second one.
A: 1